52
Properties=species:S:1:pos:R:3:forces:R:3:nbo_charge:R:1 method="wB97M-V/def2-TZVPD" smiles="O=S1(=O)OCCO1.O=S1(=O)OCCO1.BrCCBr.BrCCBr.BrCCBr.CC#N" orbital_gap_ha=0.3488 fmax_ha_per_bohr=0.0804 charge=0 e_homo_ev=-9.7
O 4.713827 -3.581136 0.324434 1.19 -1.80 -0.70 -0.673
H -5.242191 0.992303 -1.837424 0.01 -0.08 -0.16 0.213
C 3.851586 1.886205 -1.846260 1.18 1.42 -0.71 -0.410
C -2.870779 -2.070144 4.811347 0.56 0.40 -0.68 -0.422
C -2.647148 2.988873 -2.497916 1.33 1.23 -1.62 -0.107
Br 6.270494 0.261100 -2.004714 -0.35 0.51 -0.52 -0.010
O -1.732601 2.610928 -1.501153 1.53 -1.81 2.45 -0.691
H 3.085859 2.371209 -2.451675 -0.18 0.01 0.29 0.231
H -0.925774 0.693819 0.591501 -0.10 0.17 -0.13 0.266
H 1.770000 -2.804519 1.358761 0.41 -0.52 0.51 0.190
Br -3.772607 0.367490 0.828597 -0.66 -0.02 -0.51 -0.022
C -2.353252 4.520923 -2.615268 1.30 -0.71 -0.58 -0.088
H -5.744724 -0.585997 -2.493199 0.03 -0.17 0.39 0.243
C 3.867596 -2.510156 0.664398 -0.38 0.62 1.73 -0.097
H -3.304450 -2.816781 5.476585 0.70 -0.02 0.01 0.235
S -0.214616 3.243969 -1.753604 0.02 0.07 -1.86 2.462
H 4.173926 0.479959 -3.325795 0.30 -0.24 -0.23 0.221
H 3.396928 1.295660 -1.050867 0.47 -0.14 -0.18 0.248
H 4.038719 -2.283930 1.716838 0.25 0.30 -0.06 0.193
C -1.298724 -2.027371 4.662472 -1.44 -1.53 1.23 -0.403
O 4.380844 -5.961725 -0.611568 -0.60 2.21 1.81 -0.842
O -0.967387 4.650159 -2.097571 0.82 0.32 0.55 -0.702
O 4.012082 -5.514723 1.845264 0.17 1.19 -2.92 -0.876
C -5.043648 -0.079434 -1.829889 0.99 0.30 0.84 -0.445
H 5.077212 1.945940 -3.658095 0.58 -0.06 0.45 0.232
H -2.241972 4.879806 -3.638449 -0.41 -0.23 -0.03 0.210
H -4.719065 -1.597017 -0.266868 -0.41 0.09 -0.14 0.233
C 4.801321 1.245708 -2.869630 -1.43 -0.89 1.05 -0.448
H -3.700955 2.739449 -2.373955 0.34 -0.03 1.00 0.217
H -2.305494 2.431606 -3.370177 -0.32 0.40 -0.49 0.209
H 1.988524 -2.475433 -0.304768 -0.15 0.08 -0.13 0.185
H -0.908410 -1.813592 5.657487 0.32 0.54 -0.52 0.232
H 4.042690 -1.621293 0.058287 0.38 -0.39 -0.09 0.225
C 2.441815 -3.015207 0.526660 -0.78 2.06 -1.12 -0.097
C 1.047655 0.754871 1.180014 1.81 0.08 -0.38 0.331
H -3.039420 5.178909 -2.082044 0.39 -0.18 0.42 0.207
Br 4.850889 3.422462 -1.012463 -0.64 -0.63 -0.10 -0.066
S 4.014138 -5.037828 0.451920 -1.68 0.13 0.99 2.457
N 2.139999 0.389919 0.966332 -2.61 0.72 0.52 -0.386
O 2.508965 -4.313980 0.112041 1.19 -3.78 0.00 -0.669
H -0.699740 0.612515 2.297402 -0.04 0.20 0.18 0.244
Br -3.601850 -0.358031 5.563155 0.61 -0.64 -0.46 -0.040
H -0.653459 2.201038 1.475021 0.74 -0.05 -0.03 0.273
H -3.346792 -2.184871 3.837512 0.05 0.12 0.09 0.219
O 0.362534 2.695265 -2.993600 -1.42 0.91 2.39 -0.894
H -0.936806 -1.439743 3.818785 -0.10 -0.02 0.42 0.224
H -6.055120 -0.382400 -0.001237 0.20 -0.20 0.40 0.230
O 0.714284 3.276886 -0.604446 -3.46 0.21 -2.26 -0.824
C -5.044218 -0.561520 -0.367417 -0.02 -0.02 -0.63 -0.432
C -0.368752 1.150934 1.409352 0.29 -1.23 -0.17 -0.730
Br -3.260484 -0.337131 -2.593099 -0.28 -0.10 -0.16 -0.010
Br -0.551448 -3.913944 4.418985 -0.68 1.16 -0.14 -0.044